C33H67BrN11O10PS2 as an isolated structure. Source: OMol25; level of theory: ωB97M-V/def2-TZVPD.

**Lowest unoccupied orbital energy**: -0.488 eV
**E_tot**: -6364.1308 Eh
**Orbital gap**: 7.777 eV
**Highest occupied orbital energy**: -8.265 eV
**2S+1**: 1

Structure (XYZ):
```
125
C33H67BrN11O10PS2 ωB97M-V/def2-TZVPD
O 0.48 -0.36 1.78
P 0.39 0.97 0.83
Br 2.09 2.28 1.48
C 0.87 0.22 -0.78
C 2.14 0.40 -1.42
C 2.39 -0.23 -2.60
S 3.98 -0.06 -3.37
C 1.38 -1.04 -3.21
N 1.48 -1.73 -4.35
S 0.08 -2.47 -4.54
N -0.73 -1.98 -3.24
C 0.13 -1.19 -2.57
C -0.11 -0.54 -1.34
H 0.57 -1.14 1.21
H 2.90 1.02 -0.95
H 3.77 0.71 -4.46
H -1.06 -0.67 -0.84
C 5.62 3.30 -0.28
O 5.23 2.44 -1.04
N 5.99 3.09 1.00
C 6.44 4.16 1.86
C 5.92 1.73 1.53
H 5.72 4.36 -0.59
H 7.46 3.96 2.21
H 5.78 4.24 2.73
H 6.43 5.11 1.32
H 6.57 1.08 0.94
H 4.90 1.35 1.46
H 6.25 1.73 2.56
C -0.92 -3.78 2.85
O -0.33 -3.42 1.84
N -1.91 -3.11 3.45
C -2.56 -3.61 4.65
C -2.35 -1.86 2.86
H -0.66 -4.72 3.37
H -3.62 -3.76 4.46
H -2.43 -2.88 5.46
H -2.12 -4.55 4.96
H -2.69 -2.03 1.84
H -1.52 -1.16 2.84
H -3.16 -1.43 3.45
C -6.00 -3.23 5.35
O -5.68 -4.38 5.16
N -7.10 -2.64 4.84
C -7.43 -1.25 5.11
C -7.98 -3.43 4.00
H -5.40 -2.55 5.98
H -8.40 -1.19 5.61
H -7.47 -0.69 4.18
H -6.68 -0.81 5.76
H -8.35 -4.29 4.55
H -7.43 -3.79 3.13
H -8.82 -2.82 3.67
C 3.13 3.14 -5.07
O 3.63 2.47 -5.96
N 1.92 3.71 -5.13
C 1.37 4.50 -4.03
C 1.12 3.53 -6.33
H 3.66 3.34 -4.12
H 0.45 4.04 -3.68
H 1.16 5.51 -4.38
H 2.08 4.54 -3.21
H 0.94 2.46 -6.50
H 1.65 3.92 -7.19
H 0.17 4.05 -6.22
C 3.23 -2.97 2.49
O 3.90 -2.30 3.25
N 3.63 -4.14 1.96
C 2.78 -4.90 1.06
C 4.94 -4.66 2.30
H 2.22 -2.67 2.17
H 2.58 -5.89 1.48
H 3.28 -5.02 0.09
H 1.83 -4.39 0.91
H 5.01 -4.80 3.38
H 5.71 -3.95 2.00
H 5.11 -5.61 1.80
C -1.67 7.27 -5.74
O -1.02 7.03 -4.73
N -2.65 6.46 -6.19
C -3.42 6.75 -7.38
C -2.95 5.25 -5.44
H -1.49 8.18 -6.35
H -4.48 6.84 -7.13
H -3.29 5.94 -8.11
H -3.08 7.68 -7.83
H -3.24 5.51 -4.42
H -2.06 4.62 -5.39
H -3.75 4.71 -5.93
C -1.63 10.10 -8.87
O -1.70 9.62 -7.76
N -2.34 11.16 -9.29
C -2.21 11.70 -10.63
C -3.27 11.78 -8.36
H -0.95 9.70 -9.64
H -1.89 12.74 -10.58
H -3.18 11.65 -11.14
H -1.48 11.13 -11.20
H -2.74 12.14 -7.48
H -4.02 11.06 -8.04
H -3.77 12.62 -8.84
C 4.97 -6.52 6.48
O 5.62 -6.21 5.50
N 3.96 -5.79 6.98
C 3.21 -6.21 8.16
C 3.60 -4.55 6.31
H 5.17 -7.45 7.05
H 2.16 -6.33 7.91
H 3.30 -5.45 8.94
H 3.60 -7.15 8.53
H 3.32 -4.75 5.28
H 4.45 -3.87 6.31
H 2.77 -4.08 6.83
C -3.06 -7.09 5.31
O -2.37 -6.43 6.07
N -2.67 -8.25 4.75
C -3.53 -9.00 3.86
C -1.35 -8.77 5.06
H -4.07 -6.78 5.02
H -3.73 -9.99 4.27
H -3.06 -9.10 2.88
H -4.48 -8.48 3.73
H -1.26 -8.93 6.14
H -0.59 -8.05 4.76
H -1.19 -9.71 4.54
```